Record 1
C31H33GeN7NiO6 as an isolated structure, computed with ωB97M-V with the def2-TZVPD basis set.

```
79
Properties=species:S:1:pos:R:3
Ni -0.026 0.045 -0.747
O 3.690 0.149 -2.649
C 2.603 0.097 -1.924
O 1.474 -0.017 -2.368
C 2.841 0.189 -0.452
C 4.056 0.273 0.202
C 4.034 0.349 1.592
C 2.827 0.339 2.278
C 1.658 0.258 1.537
N 1.692 0.182 0.215
C 0.281 0.235 2.141
O 0.111 0.163 3.322
O -0.682 0.278 1.216
H 3.475 0.090 -3.598
H 4.985 0.282 -0.350
H 4.964 0.417 2.139
H 2.782 0.394 3.357
C 1.159 5.855 0.106
C 0.126 6.304 -0.923
C 0.705 6.326 -2.333
C -1.154 5.472 -0.838
N -0.934 4.057 -1.165
C -0.546 3.057 -0.389
N -0.443 1.982 -1.147
N -0.790 2.354 -2.403
N -1.080 3.593 -2.418
H 2.020 6.522 0.094
H 1.535 4.851 -0.120
H 0.753 5.856 1.120
H -0.196 7.316 -0.663
H 1.056 5.337 -2.637
H 1.556 7.005 -2.379
H -0.031 6.658 -3.067
H -1.907 5.823 -1.541
H -1.575 5.492 0.167
H -0.377 3.127 0.673
Ge -2.684 0.137 1.415
C -2.965 -1.534 2.284
C -2.818 -1.710 3.663
C -2.963 -2.974 4.213
C -3.267 -4.058 3.400
C -3.440 -3.887 2.032
C -3.300 -2.625 1.476
C -3.206 1.875 2.042
C -3.993 2.672 1.208
C -4.382 3.941 1.615
C -3.991 4.417 2.860
C -3.217 3.625 3.699
C -2.835 2.352 3.302
H -2.916 0.006 -0.098
H -2.568 -0.876 4.304
H -2.830 -3.117 5.279
H -3.379 -5.042 3.835
H -3.684 -4.735 1.405
H -3.435 -2.497 0.407
H -4.312 2.306 0.238
H -5.008 4.547 0.972
H -4.309 5.398 3.187
H -2.932 3.992 4.677
H -2.249 1.740 3.975
O -0.643 -4.216 4.786
C -0.376 -5.241 3.850
N -0.177 -4.595 2.577
C -0.886 -4.924 1.472
O -1.696 -5.823 1.413
C -0.632 -4.085 0.244
C -0.742 -4.700 -0.999
C -0.591 -3.937 -2.143
C -0.371 -2.578 -2.012
N -0.290 -1.974 -0.815
C -0.403 -2.728 0.288
H -0.420 -4.537 5.670
H -1.213 -5.928 3.731
H 0.519 -5.802 4.131
H 0.497 -3.850 2.545
H -0.969 -5.758 -1.041
H -0.671 -4.374 -3.128
H -0.275 -1.942 -2.883
H -0.407 -2.205 1.236
```

Computed properties:
Multiplicity: 3
HOMO-LUMO gap (alpha / beta): 7.4 / 7.5 eV
Energy relative to the best compared isomer or geometry (same formula, charge and spin): 0.0 kcal per mole
Net charge: +2
⟨S²⟩: 2.005
LUMO energy (alpha / beta): -0.2330 / -0.2317 Ha
HOMO level (alpha / beta): -13.77 / -13.77 eV

=====

Record 2
C8H21F3MgN8O2 as an isolated structure, computed with ωB97M-V with the def2-TZVPD basis set.

```
43
Properties=species:S:1:pos:R:3
Mg 0.229 -0.399 -0.652
N -2.264 -0.518 1.804
N -2.898 -1.587 1.156
C -2.684 -1.870 -0.130
N -3.351 -2.864 -0.685
N -1.784 -1.069 -0.762
N -1.534 -1.272 -2.084
O -1.998 -2.110 -2.784
O -0.649 -0.447 -2.476
H -1.770 -0.885 2.611
H -2.974 0.139 2.114
H -3.557 -2.156 1.671
H -4.005 -3.414 -0.151
H -3.178 -3.105 -1.651
N 3.681 -0.903 0.090
C 4.166 0.541 0.178
C 4.136 1.186 -1.202
C 2.782 1.739 -1.637
N 1.814 0.656 -1.960
C 2.193 2.652 -0.565
C 2.080 1.997 0.809
N 0.945 1.025 0.867
C 3.407 1.357 1.224
H 4.249 -1.444 -0.569
H 2.716 -0.991 -0.241
H 3.725 -1.392 0.989
H 5.196 0.433 0.513
H 4.550 0.510 -1.957
H 4.825 2.032 -1.160
H 2.960 2.332 -2.536
H 2.210 0.032 -2.664
H 1.058 1.104 -2.480
H 1.220 3.037 -0.885
H 2.838 3.528 -0.469
H 1.881 2.774 1.548
H 0.091 1.587 0.909
H 0.951 0.560 1.773
H 3.312 0.805 2.164
H 4.071 2.194 1.454
F 1.042 -2.175 -1.054
C 0.733 -2.984 0.294
F 1.983 -3.064 0.737
F 0.337 -1.668 1.002
```

Computed properties:
Multiplicity: 1
HOMO-LUMO gap: 9.6 eV
Energy relative to the best compared isomer or geometry (same formula, charge and spin): 15.0 kcal per mole
Net charge: +2
LUMO energy: -0.2251 Ha
HOMO level: -15.68 eV

=====

Record 3
C3H8N4O as an isolated structure in a non-equilibrium geometry, computed with ωB97M-V with the def2-TZVPD basis set.

```
16
Properties=species:S:1:pos:R:3
C -3.650 0.282 0.279
C -1.294 -0.234 0.254
C 1.985 -0.919 0.168
H -3.595 1.327 1.077
H -4.582 0.453 -0.689
H -3.789 -0.799 0.942
H -1.310 -0.838 1.140
H -0.263 0.195 -1.358
H 2.491 -1.758 0.654
H 1.425 1.655 0.004
H 3.148 1.996 0.322
N -2.329 0.291 -0.339
N -0.050 -0.022 -0.416
N 2.614 0.161 0.408
N 2.390 1.345 -0.126
O 0.731 -1.179 -0.374
```

Computed properties:
Multiplicity: 1
HOMO-LUMO gap: 9.5 eV
Energy relative to the best compared isomer or geometry (same formula, charge and spin): 158.5 kcal per mole
Net charge: 0
LUMO energy: 0.0338 Ha
HOMO level: -8.59 eV

=====

Record 4
C14H12ClN2O7Ti as an isolated structure, computed with ωB97M-V with the def2-TZVPD basis set.

```
37
Properties=species:S:1:pos:R:3
Ti 0.064 -0.087 0.199
O -1.230 -0.683 1.291
C -2.527 -0.305 1.258
C -3.229 -0.173 2.450
C -4.558 0.195 2.418
C -5.215 0.416 1.204
C -4.535 0.256 0.021
C -3.174 -0.093 0.019
C -2.514 -0.401 -1.216
N -1.235 -0.561 -1.282
N -0.666 -1.144 -2.391
C 0.471 -1.643 -2.026
O 0.864 -1.496 -0.752
C 1.350 -2.358 -2.951
C 1.072 -2.346 -4.318
C 1.905 -3.020 -5.192
C 3.010 -3.710 -4.708
C 3.284 -3.728 -3.348
C 2.458 -3.052 -2.467
H -2.714 -0.358 3.382
H -5.099 0.309 3.347
H -6.258 0.697 1.197
H -5.039 0.401 -0.925
H -3.097 -0.589 -2.114
H 0.209 -1.806 -4.681
H 1.695 -3.009 -6.252
H 3.659 -4.238 -5.395
H 4.140 -4.273 -2.973
H 2.656 -3.076 -1.404
O 2.179 0.267 0.479
H 2.830 -0.357 0.133
H 2.624 1.059 0.813
O -0.061 1.734 -0.724
Cl 0.183 2.658 0.459
O -0.889 3.542 0.590
O 1.447 3.259 0.325
O 0.200 1.646 1.537
```

Computed properties:
Multiplicity: 1
HOMO-LUMO gap: 7.1 eV
Energy relative to the best compared isomer or geometry (same formula, charge and spin): 0.0 kcal per mole
Net charge: +1
LUMO energy: -0.1795 Ha
HOMO level: -11.94 eV

=====

Record 5
An isolated ion of composition C3H9NOS2 and charge +1 in a non-equilibrium geometry, computed with ωB97M-V with the def2-TZVPD basis set.

```
16
Properties=species:S:1:pos:R:3
N -2.064 -0.249 0.713
C -1.020 -1.018 0.001
C -0.676 -2.289 0.751
O -1.704 -3.181 0.843
C 0.296 -0.290 -0.067
S 0.281 1.466 -0.571
S 2.241 2.104 -0.652
H -2.909 -0.631 1.149
H -1.670 0.288 1.586
H -1.250 -1.382 -1.041
H -0.169 -2.000 1.772
H 0.152 -2.710 0.153
H -2.004 -3.109 1.747
H 0.687 -0.306 0.987
H 1.057 -0.943 -0.693
H 2.244 2.452 -1.939
```

Computed properties:
Multiplicity: 2
HOMO-LUMO gap (alpha / beta): 8.5 / 4.6 eV
Energy relative to the best compared isomer or geometry (same formula, charge and spin): 26.9 kcal per mole
Net charge: +1
⟨S²⟩: 0.754
LUMO energy (alpha / beta): -0.1761 / -0.3141 Ha
HOMO level (alpha / beta): -13.30 / -13.11 eV

=====

Record 6
A 6-piece molecular cluster, C19H31N4O15 overall in a non-equilibrium geometry, computed with ωB97M-V with the def2-TZVPD basis set.

```
69
Properties=species:S:1:pos:R:3
N -1.606 2.324 -2.042
C -1.649 2.690 -0.656
N -1.166 1.592 0.227
C -1.094 0.315 -0.181
N -1.839 -0.663 0.325
C -1.671 -1.902 -0.470
C -0.869 -1.389 -1.675
N -0.261 -0.130 -1.189
H -0.907 2.834 -2.564
H -2.494 2.498 -2.493
H -2.682 2.895 -0.368
H -1.049 3.565 -0.407
H -0.940 1.811 1.197
H -2.745 -0.373 0.676
H -2.655 -2.282 -0.733
H -1.130 -2.644 0.116
H -0.062 -2.053 -1.964
H -1.528 -1.179 -2.516
H 0.659 -0.340 -0.801
C 4.083 1.106 -0.386
C 3.319 0.693 -1.636
O 3.978 1.448 -2.654
C 5.228 1.755 -2.226
O 6.073 2.242 -2.903
O 5.365 1.441 -0.919
H 4.197 0.318 0.353
H 3.659 1.995 0.084
H 3.432 -0.370 -1.857
H 2.266 0.964 -1.626
C -4.676 0.809 3.118
C -4.397 1.123 4.574
O -2.969 1.321 4.560
C -2.600 1.689 3.333
O -1.517 2.115 3.045
O -3.604 1.510 2.444
H -5.627 1.175 2.747
H -4.587 -0.259 2.924
H -4.862 2.050 4.907
H -4.644 0.311 5.248
C 3.156 -5.629 -1.896
C 2.944 -4.783 -3.140
O 2.040 -3.769 -2.657
C 2.184 -3.676 -1.323
O 1.701 -2.803 -0.657
O 2.931 -4.674 -0.842
H 4.156 -6.038 -1.793
H 2.416 -6.423 -1.799
H 3.858 -4.291 -3.473
H 2.479 -5.307 -3.969
C 5.528 5.207 -1.669
C 5.427 6.197 -2.817
O 4.950 7.373 -2.158
C 5.280 7.301 -0.846
O 5.160 8.187 -0.066
O 5.756 6.067 -0.551
H 6.344 4.499 -1.769
H 4.589 4.670 -1.508
H 6.401 6.410 -3.261
H 4.725 5.911 -3.595
C -5.746 -4.970 2.321
C -5.937 -5.361 3.777
O -5.639 -4.130 4.453
C -5.851 -3.111 3.606
O -5.885 -1.960 3.922
O -6.031 -3.563 2.345
H -6.427 -5.459 1.630
H -4.715 -5.110 1.992
H -6.967 -5.638 4.003
H -5.259 -6.132 4.128
```

Computed properties:
Multiplicity: 1
HOMO-LUMO gap: 9.3 eV
Net charge: +1
LUMO energy: -0.1028 Ha
HOMO level: -12.12 eV